Entry 1:
{"formula": "C21H48BGaNO8", "method": "ωB97M-V/def2-TZVPD", "charge": -1, "homo_lumo_gap_ev": 5.99, "elements": ["C", "C", "C", "C", "C", "Ga", "C", "C", "O", "C", "C", "B", "N", "O", "H", "H", "H", "H", "H", "H", "H", "H", "H", "H", "H", "H", "H", "H", "H", "H", "H", "H", "H", "H", "H", "H", "H", "H", "O", "C", "O", "C", "C", "C", "H", "H", "H", "H", "H", "H", "H", "H", "O", "C", "O", "C", "C", "C", "H", "H", "H", "H", "H", "H", "H", "H", "O", "C", "O", "C", "C", "C", "H", "H", "H", "H", "H", "H", "H", "H"], "xyz": [[3.95591, -4.85187, 1.95973], [3.95213, -4.44050, 0.37306], [2.47187, -4.15977, -0.27176], [1.21741, -4.29591, 0.77440], [-0.26777, -4.07683, 0.03696], [-1.64993, -3.92668, 1.59821], [-2.23161, -1.90957, 1.77651], [-1.34311, -0.90950, 0.80774], [-3.18951, -4.95161, 1.15852], [-2.92386, -6.39910, 1.17889], [-2.52675, -7.04666, -0.28149], [-0.79704, -4.42426, 3.43395], [-0.28374, -3.32674, 4.37744], [-0.60122, -5.82768, 3.92035], [5.07542, -4.68806, 2.34064], [3.76538, -6.01497, 2.06597], [3.28024, -4.19110, 2.64970], [4.41535, -5.37252, -0.21151], [4.69087, -3.54770, 0.19574], [2.30987, -4.92886, -1.14051], [2.48952, -3.08696, -0.76570], [1.30155, -3.38241, 1.53744], [1.16670, -5.33713, 1.31366], [-0.28992, -3.08578, -0.58816], [-0.54307, -4.95675, -0.68506], [-2.11366, -1.50364, 2.88063], [-3.38385, -1.77632, 1.50924], [-1.54195, 0.24126, 1.02860], [-1.58030, -1.11936, -0.31886], [-0.19113, -1.10183, 1.02567], [-3.92604, -6.93659, 1.54157], [-2.05438, -6.70914, 1.93190], [-3.13675, -6.60850, -1.18910], [-1.35471, -6.99254, -0.49220], [-2.75857, -8.21432, -0.19186], [0.76280, -3.51298, 4.41710], [-0.34039, -2.38201, 3.89905], [-0.23450, -6.30429, 3.09392], [-3.17601, 1.83772, 0.28723], [-3.34078, 2.79403, 1.03649], [-3.26491, 4.05732, 0.56051], [-3.63340, 5.23420, 1.30352], [-2.47672, 5.71890, 2.15570], [-3.53953, 2.58603, 2.50913], [-4.54381, 5.06441, 1.88531], [-3.87900, 6.00288, 0.56342], [-2.18782, 4.97506, 2.90303], [-2.74091, 6.64535, 2.67366], [-1.59406, 5.90181, 1.53403], [-2.56515, 2.47817, 2.99119], [-4.11693, 1.66758, 2.65376], [-4.10555, 3.37969, 2.99390], [0.64676, 5.92798, 1.34806], [1.15883, 5.89036, 0.23476], [1.50954, 7.03368, -0.39615], [2.28885, 7.09402, -1.60525], [1.40232, 6.94942, -2.82681], [1.32382, 4.58531, -0.48710], [3.10332, 6.36435, -1.58641], [2.76014, 8.08224, -1.62041], [0.89930, 5.97892, -2.84664], [1.98922, 7.05382, -3.74389], [0.61702, 7.71250, -2.82189], [0.38980, 4.33588, -0.99585], [1.55136, 3.80888, 0.24994], [2.14639, 4.57704, -1.20023], [3.50473, 2.62909, -2.35077], [2.67089, 2.18008, -3.12935], [1.45375, 1.79674, -2.68232], [0.34474, 1.44570, -3.53070], [0.41448, -0.01425, -3.93409], [3.01299, 1.96253, -4.57402], [0.27762, 2.11816, -4.39062], [-0.56162, 1.61024, -2.93880], [1.31362, -0.22809, -4.51813], [-0.45956, -0.29191, -4.53019], [0.45410, -0.65468, -3.04679], [3.51629, 0.99903, -4.68262], [3.69018, 2.76097, -4.89301], [2.15444, 2.00804, -5.24193]], "forces_ev_per_a": [[1.5, -0.1, -0.1], [0.3, -0.8, -0.1], [0.0, -0.2, -0.1], [-0.8, 1.3, -1.1], [1.1, -0.2, -0.4], [-0.3, 1.1, -0.7], [-0.6, 1.7, -0.2], [0.1, 0.2, 0.7], [0.8, -2.8, 0.0], [-0.6, 0.3, -0.2], [0.4, -1.0, 0.3], [0.7, -0.8, 1.9], [1.3, -0.5, -2.2], [1.4, 1.4, -2.3], [-2.3, -0.4, -0.7], [0.0, 2.6, 0.0], [1.1, -1.5, -1.5], [-0.8, 2.0, 1.3], [-1.5, -1.6, 0.4], [0.2, 1.5, 1.6], [-0.3, -2.1, 1.1], [-0.1, -2.2, -1.3], [0.5, 2.1, -0.9], [0.3, -1.8, 1.1], [0.8, 1.5, 1.2], [-0.3, -0.8, -2.0], [2.3, -0.2, 0.5], [0.4, -2.4, -0.6], [0.6, 0.4, 2.1], [-2.3, 0.3, -0.7], [2.1, 1.0, -0.7], [-1.8, 0.6, -1.4], [1.2, -0.7, 2.0], [-2.6, 0.2, 0.4], [0.4, 2.4, -0.3], [-1.6, 0.2, 0.5], [-0.2, -1.6, 0.7], [-1.3, 1.0, 2.0], [-0.4, 2.1, 0.9], [0.4, -1.6, -0.8], [-0.2, 0.0, -0.6], [0.2, 0.0, 0.3], [0.2, -0.1, 0.0], [-0.7, -0.2, 0.3], [0.1, -0.1, 0.0], [0.1, -0.3, -0.1], [-0.1, 0.1, 0.0], [0.0, -0.1, -0.1], [-0.2, 0.0, 0.2], [-0.1, 0.0, -0.1], [0.4, 0.0, -0.1], [0.2, 0.1, 0.0], [0.9, 0.5, -1.8], [-0.8, -0.4, 1.1], [0.1, 0.4, 0.5], [-0.1, -0.1, -0.1], [-0.2, -0.1, -0.1], [0.6, -0.3, 0.1], [-0.2, 0.0, 0.0], [-0.2, -0.1, 0.3], [0.1, 0.0, 0.0], [0.0, 0.0, 0.1], [0.2, 0.0, 0.0], [0.1, 0.0, 0.1], [-0.3, 0.1, -0.1], [-0.2, 0.0, -0.1], [-1.5, -0.6, -0.9], [0.8, 0.2, 1.0], [0.4, 0.6, 0.3], [-0.1, -0.3, -0.1], [0.2, -0.2, 0.0], [0.0, 0.5, -0.6], [0.2, 0.0, 0.0], [0.3, 0.1, 0.1], [-0.1, 0.1, -0.1], [0.1, 0.0, 0.1], [-0.1, 0.2, -0.1], [-0.1, 0.1, 0.0], [0.1, -0.3, 0.2], [0.0, -0.2, 0.1]]}


Entry 2:
{"formula": "C21H48Br6Cl3O12P3", "method": "ωB97M-V/def2-TZVPD", "homo_lumo_gap_ev": 9.50, "relative_energy_kcal_mol": 91.7, "elements": ["C", "Br", "Br", "Br", "H", "C", "Br", "Br", "Br", "H", "C", "C", "O", "P", "O", "O", "C", "C", "O", "C", "C", "H", "H", "H", "H", "H", "H", "H", "H", "H", "H", "H", "H", "H", "H", "H", "C", "C", "O", "P", "O", "O", "C", "C", "O", "C", "C", "H", "H", "H", "H", "H", "H", "H", "H", "H", "H", "H", "H", "H", "H", "H", "C", "C", "O", "P", "O", "O", "C", "C", "O", "C", "C", "H", "H", "H", "H", "H", "H", "H", "H", "H", "H", "H", "H", "H", "H", "H", "C", "Cl", "Cl", "Cl", "H"], "xyz": [[2.63832, -2.34373, 19.43915], [4.12131, -3.50742, 18.98535], [1.60425, -1.94284, 17.84845], [3.04607, -0.57778, 20.21283], [2.07473, -2.85666, 20.21848], [-1.37462, -5.09768, 28.14387], [-1.57260, -6.88407, 29.05784], [0.53034, -4.89421, 27.43208], [-1.85449, -3.61783, 29.39596], [-2.12635, -5.02437, 27.35798], [3.32023, -1.71459, 31.29315], [3.71004, -2.99896, 30.57567], [4.46456, -2.66132, 29.32122], [5.83385, -3.39448, 28.83417], [6.00211, -4.83547, 29.07425], [5.98131, -2.94836, 27.27915], [5.47449, -3.84125, 26.32986], [4.80230, -3.12740, 25.10726], [7.01291, -2.51821, 29.56465], [8.32046, -2.99662, 29.84515], [8.44039, -3.20502, 31.33580], [3.24882, -1.77701, 32.37902], [4.12963, -1.00147, 31.13683], [2.43689, -1.25881, 30.84587], [4.50743, -3.47870, 31.14324], [2.87444, -3.67006, 30.37688], [6.23402, -4.60309, 26.15438], [4.70678, -4.43208, 26.82951], [4.18153, -3.83694, 24.56018], [4.05683, -2.42370, 25.47764], [5.61223, -2.85082, 24.43228], [8.48074, -3.88740, 29.23778], [9.09884, -2.30374, 29.52554], [8.07148, -4.16694, 31.69179], [9.51514, -3.24001, 31.51412], [8.18786, -2.36260, 31.97972], [8.92005, -12.43821, 36.15892], [7.41599, -11.92725, 36.40702], [7.46614, -10.46627, 36.59614], [6.30270, -9.53767, 36.00402], [6.62459, -8.10930, 36.23659], [6.10127, -10.00924, 34.42858], [6.01260, -9.08674, 33.39320], [4.60853, -8.64866, 33.15331], [4.93870, -10.07764, 36.71370], [4.34952, -9.54347, 37.88067], [3.25446, -8.68636, 37.24609], [8.92271, -13.50122, 35.91786], [9.26055, -11.90875, 35.26907], [9.52668, -12.34320, 37.05950], [6.76503, -12.18776, 35.57246], [6.98510, -12.35084, 37.31423], [6.60002, -8.17248, 33.47794], [6.40219, -9.56443, 32.49423], [4.05096, -8.13960, 33.93947], [4.55551, -7.87808, 32.38421], [3.95925, -9.45820, 32.81982], [3.78699, -10.22032, 38.52374], [4.96015, -8.84186, 38.44899], [3.63207, -7.96010, 36.52633], [2.53583, -9.33100, 36.74002], [2.75977, -8.07897, 38.00401], [10.20803, -0.14715, 25.88785], [11.54457, 0.53480, 25.49456], [11.82087, 1.27371, 26.64467], [13.33368, 1.36361, 27.21421], [14.38914, 1.98953, 26.31441], [13.05940, 2.05958, 28.61748], [12.57609, 3.42350, 28.63078], [11.07742, 3.67422, 28.46465], [13.67776, -0.18228, 27.63341], [15.03089, -0.61964, 27.68921], [15.59271, -0.34272, 28.98964], [9.42648, 0.54532, 26.20053], [9.85485, -0.58590, 24.95466], [10.38076, -0.92923, 26.62718], [12.39719, -0.10815, 25.27608], [11.43553, 1.25204, 24.68107], [12.76938, 3.79562, 29.63690], [13.18165, 4.03705, 27.96373], [10.39983, 2.89936, 28.82319], [10.91533, 4.64117, 28.94093], [10.73882, 3.69967, 27.42890], [14.88365, -1.68398, 27.50591], [15.66545, -0.27354, 26.87333], [16.58562, -0.72516, 29.22624], [15.76775, 0.73299, 29.00736], [14.88535, -0.64283, 29.76272], [6.26599, -9.89832, 26.72364], [7.82903, -9.33326, 27.53874], [5.20829, -10.93020, 27.67318], [6.69740, -10.87259, 25.29254], [5.65969, -9.04451, 26.42113]], "forces_ev_per_a": [[0.0, 0.6, 0.0], [-0.2, 0.5, 0.3], [-0.1, -0.5, 0.3], [0.4, -0.8, 0.0], [-0.1, 0.1, -0.5], [0.7, -0.1, 1.0], [0.2, 1.5, -0.8], [-1.9, -0.1, 0.6], [0.5, -1.0, -0.8], [0.6, -0.2, 0.0], [0.4, 0.6, -0.8], [2.0, 0.2, 0.2], [0.3, -0.6, -0.6], [1.0, 1.5, 0.8], [-0.5, 0.3, -0.1], [0.3, 1.0, 2.0], [-1.9, -1.2, -0.6], [0.9, -1.6, 1.0], [-2.2, 0.3, -1.2], [-0.3, -0.5, 0.2], [1.7, -0.5, 0.2], [-0.4, -0.5, -0.1], [0.1, 0.0, -0.1], [-0.1, -0.1, 0.2], [-0.6, -0.5, 0.4], [0.3, 0.1, -0.3], [0.2, 0.3, -0.8], [-0.4, -0.1, -0.1], [0.2, -0.4, 0.0], [0.7, 0.7, -0.2], [-0.5, 1.0, 0.0], [0.1, -0.4, 0.4], [-0.5, 0.5, -0.2], [-0.5, 0.3, 0.0], [0.3, -0.4, 0.1], [-0.8, 0.0, -0.4], [-2.3, 0.3, 0.1], [1.7, -0.1, 0.2], [-0.7, -0.6, -0.9], [-0.1, 0.5, 0.1], [-0.6, -1.3, -0.4], [0.7, -0.5, 3.4], [-0.2, 1.4, -1.3], [-1.7, 0.4, -0.8], [2.1, -1.4, -1.0], [-1.7, 2.6, -1.0], [-0.6, 0.7, 0.6], [-0.3, -0.1, 0.0], [0.5, 0.1, 0.4], [0.1, 0.5, -0.3], [0.2, 0.1, -0.1], [0.1, 0.0, 0.0], [0.4, -0.2, 0.8], [-0.1, -0.3, 0.1], [0.6, -0.3, 0.7], [0.4, -0.1, -0.4], [0.1, -0.2, 0.0], [0.9, -0.8, -0.2], [0.6, -0.6, 0.0], [0.4, -0.2, 0.0], [-0.1, 0.1, 0.1], [-0.4, -0.1, 0.1], [0.8, -0.5, -1.9], [-1.4, -0.1, 0.2], [2.5, 1.2, 2.0], [1.3, -0.1, -1.2], [-2.4, -1.3, 1.9], [-0.3, 0.1, -0.6], [-0.2, 0.4, 0.9], [-0.1, -0.5, -1.1], [-1.1, 2.5, -0.8], [-0.2, -2.2, -1.9], [0.9, 1.2, 1.9], [0.4, 0.2, 0.2], [-0.4, -0.5, 0.1], [-0.1, 0.1, 0.0], [-0.4, -0.5, -0.2], [-0.2, -0.2, -0.2], [0.5, -0.4, 0.1], [-0.1, -0.1, -0.2], [0.4, 0.0, 0.9], [-0.4, -0.1, -0.1], [0.4, 0.5, -0.2], [0.4, -0.2, 0.1], [-0.4, 0.5, -0.1], [-0.1, -0.6, -0.4], [-0.3, 0.3, 0.5], [0.2, 0.2, 0.2], [0.8, -0.3, -0.3], [-1.7, -0.5, -0.5], [0.2, 0.3, 0.7], [0.1, 0.6, 0.0], [0.6, 0.0, 0.1]]}


Entry 3:
{"formula": "C21H49BO9", "method": "ωB97M-V/def2-TZVPD", "homo_lumo_gap_ev": 7.84, "smiles": "COCCOCCOC.COCCOCCOC.COCCOCCOC.BCC=C", "relative_energy_kcal_mol": 235.3, "elements": ["C", "O", "C", "C", "O", "C", "C", "O", "C", "H", "H", "H", "H", "H", "H", "H", "H", "H", "H", "H", "H", "H", "H", "C", "O", "C", "C", "O", "C", "C", "O", "C", "H", "H", "H", "H", "H", "H", "H", "H", "H", "H", "H", "H", "H", "H", "C", "O", "C", "C", "O", "C", "C", "O", "C", "H", "H", "H", "H", "H", "H", "H", "H", "H", "H", "H", "H", "H", "H", "B", "C", "C", "C", "H", "H", "H", "H", "H", "H", "H"], "xyz": [[4.24072, 0.76288, -1.27024], [3.63590, -0.13316, -0.36653], [3.25408, -1.37149, -0.94127], [3.58767, -2.53938, -0.03974], [4.96779, -2.83811, 0.07479], [5.81106, -1.94998, 0.78726], [5.58696, -1.90652, 2.28253], [4.38245, -1.24225, 2.61687], [3.66338, -1.84068, 3.67145], [3.49637, 1.24600, -1.91444], [4.74597, 1.52849, -0.68261], [4.98348, 0.25961, -1.89835], [3.73989, -1.51746, -1.91155], [2.16611, -1.35222, -1.09519], [3.14770, -3.42764, -0.50033], [3.11945, -2.42325, 0.93997], [5.78717, -0.94476, 0.36140], [6.81954, -2.34091, 0.63040], [6.42405, -1.35887, 2.73674], [5.58844, -2.92953, 2.67557], [3.60145, -2.92762, 3.55053], [2.65230, -1.43644, 3.65386], [4.11990, -1.60570, 4.63982], [-5.76114, 1.65682, -9.61545], [-6.21692, 1.37041, -8.31332], [-5.77259, 0.12832, -7.79929], [-5.35345, 0.22887, -6.34933], [-4.14644, 0.93426, -6.11419], [-4.11722, 2.33756, -6.31516], [-4.93186, 3.15048, -5.33356], [-6.32260, 3.01653, -5.55983], [-7.09463, 2.92946, -4.38464], [-6.32763, 1.09876, -10.36948], [-5.90626, 2.72272, -9.78577], [-4.69500, 1.42990, -9.72616], [-4.93450, -0.25870, -8.38964], [-6.60233, -0.58828, -7.86244], [-5.14852, -0.78939, -6.00901], [-6.16762, 0.61211, -5.73094], [-4.37088, 2.59973, -7.34436], [-3.07086, 2.61586, -6.16462], [-4.65946, 4.20717, -5.45910], [-4.67295, 2.84490, -4.31335], [-6.65042, 2.23457, -3.66317], [-8.07717, 2.55314, -4.66555], [-7.21509, 3.91014, -3.91068], [1.11377, 0.86024, 5.48611], [1.37824, 0.00691, 6.57716], [2.37610, 0.48404, 7.46149], [2.00184, 0.26448, 8.91061], [0.95515, 1.08708, 9.39547], [-0.36799, 0.86059, 8.94131], [-1.00709, -0.42169, 9.42617], [-0.45396, -1.56114, 8.79282], [-0.26757, -2.66513, 9.64760], [1.89234, 0.77278, 4.71985], [0.15946, 0.55979, 5.05545], [1.03556, 1.90591, 5.80277], [2.56429, 1.55045, 7.29554], [3.30548, -0.06731, 7.26410], [2.87405, 0.54583, 9.50629], [1.80690, -0.79167, 9.10809], [-0.43937, 0.94383, 7.85488], [-0.95005, 1.68279, 9.36503], [-2.07886, -0.37862, 9.18962], [-0.89498, -0.48934, 10.51422], [0.19180, -2.36528, 10.59613], [0.40350, -3.35966, 9.14421], [-1.21445, -3.17697, 9.85367], [2.98110, -0.91291, -4.92031], [1.85889, 0.07374, -5.36624], [0.63374, -0.11416, -4.48172], [-0.50500, -0.71253, -4.95418], [2.99323, -2.00976, -5.38920], [3.82848, -0.60361, -4.14071], [1.59182, -0.09034, -6.40603], [2.13816, 1.12531, -5.28820], [0.70924, 0.22199, -3.45035], [-1.41200, -0.12516, -5.08154], [-0.50806, -1.75679, -5.25202]], "forces_ev_per_a": [[-0.1, 0.0, 0.1], [0.3, -0.1, 0.0], [-0.1, 0.2, 0.1], [-0.2, -0.1, 0.1], [0.0, -0.1, -0.1], [0.1, 0.1, -0.1], [0.0, 0.2, 0.1], [-0.2, -0.2, -0.2], [0.1, 0.2, 0.0], [0.0, 0.0, -0.1], [-0.1, 0.0, 0.0], [0.0, 0.0, 0.0], [0.0, 0.0, 0.0], [0.0, -0.2, -0.1], [0.0, 0.0, 0.0], [0.1, 0.2, 0.0], [-0.1, 0.0, 0.1], [0.0, 0.0, 0.0], [0.1, -0.1, 0.0], [0.0, 0.0, 0.0], [0.0, 0.0, 0.0], [0.0, 0.1, 0.0], [0.0, -0.1, 0.0], [-0.1, 0.0, 0.0], [0.2, 0.1, 0.1], [-0.2, 0.0, -0.1], [-0.1, -0.1, 0.1], [0.1, 0.0, 0.0], [0.1, 0.1, -0.1], [-0.1, 0.2, 0.0], [0.0, -0.3, 0.0], [0.0, 0.1, -0.1], [0.1, 0.0, 0.0], [-0.1, 0.0, 0.0], [0.0, 0.0, 0.0], [0.0, 0.0, 0.0], [0.1, -0.1, 0.0], [0.0, 0.0, 0.0], [0.0, 0.1, -0.1], [-0.2, 0.0, 0.0], [0.0, 0.0, 0.0], [0.1, 0.0, 0.1], [0.0, 0.0, 0.0], [0.0, 0.0, 0.0], [0.0, 0.0, 0.0], [0.0, 0.0, 0.1], [0.1, -0.1, 0.0], [-0.2, 0.2, 0.1], [0.0, -0.2, -0.1], [0.1, -0.1, 0.1], [0.0, 0.1, 0.1], [-0.1, 0.1, -0.1], [-0.1, -0.1, -0.1], [0.3, 0.1, 0.1], [-0.1, 0.0, -0.1], [0.0, 0.1, 0.0], [0.0, -0.1, 0.0], [0.0, 0.0, 0.0], [0.0, 0.0, 0.0], [0.1, 0.1, 0.1], [0.0, 0.0, 0.0], [-0.1, 0.0, -0.1], [0.0, -0.2, 0.0], [0.0, 0.0, 0.0], [0.0, 0.1, 0.1], [0.0, 0.0, 0.0], [0.0, 0.0, 0.0], [0.0, 0.0, 0.0], [0.0, 0.0, 0.1], [0.1, 0.1, -0.1], [1.0, -1.1, 0.1], [-0.1, -0.6, -0.4], [0.3, 0.3, 0.5], [0.0, -0.1, 0.1], [-0.1, -0.1, 0.1], [-0.3, -0.1, 0.0], [-0.1, 0.0, 0.3], [-0.5, 1.7, -0.5], [-0.7, -0.7, 1.7], [0.4, 0.5, -1.9]]}


So what do the calculations give for max |F|? Going down the list: 3.08, 3.52, 2.00 eV/Å.